Entry 1:
Molecular formula: C3H4O2S2
Method: DFT, the ωB97M-V functional and the def2-TZVPD basis

Summary:
Multiplicity: 1
Gap between HOMO and LUMO (Ha): 0.3193
HOMO level (eV): -8.463
Total energy (hartree): -1063.47576

Each line ends with the natural charge from an NBO analysis.
Positions of all 11 atoms, in Å:
O1 -2.475 -0.191 -0.098  -0.657
C1 -1.221 0.109 -0.324  0.341
C2 -0.547 1.244 -0.291  -0.519
S1 1.230 1.328 -0.533  0.183
C3 1.681 -0.513 -0.334  -0.068
O2 2.179 -0.756 0.865  -0.685
S2 0.110 -1.627 -0.589  -0.019
H1 -2.902 0.497 -0.650  0.495
H2 -0.993 2.165 -0.083  0.236
H3 2.367 -0.657 -1.162  0.213
H4 1.590 -0.486 1.500  0.479

---

Entry 2:
Molecular formula: C3H4O2S2
Method: DFT, the ωB97M-V functional and the def2-TZVPD basis

Summary:
Multiplicity: 1
Gap between HOMO and LUMO (Ha): 0.3331
HOMO level (eV): -9.203
Total energy (hartree): -1063.54150

Each line ends with the natural charge from an NBO analysis.
Positions of all 11 atoms, in Å:
O1 -1.885 -1.862 -1.850  -0.514
C1 -0.997 -1.196 -1.278  0.197
S1 -1.134 0.505 -0.994  0.269
C2 0.456 0.852 -0.236  -0.674
C3 0.775 0.300 1.158  0.215
O2 -0.201 0.199 2.032  -0.631
S2 2.308 -0.072 1.582  -0.046
H1 -0.061 -1.671 -0.906  0.152
H2 1.261 0.490 -0.901  0.269
H3 0.538 1.958 -0.231  0.274
H4 -1.059 0.495 1.624  0.489

---

Entry 3:
Molecular formula: C3H4O2S2
Method: DFT, the ωB97M-V functional and the def2-TZVPD basis

Summary:
Multiplicity: 1
Gap between HOMO and LUMO (Ha): 0.3020
HOMO level (eV): -9.035
Total energy (hartree): -1063.37576

Each line ends with the natural charge from an NBO analysis.
Positions of all 11 atoms, in Å:
O1 1.350 1.452 1.319  -0.898
S1 -0.030 1.076 1.696  1.320
C1 0.331 -0.925 2.190  -0.425
S2 0.757 -1.609 0.799  0.465
C2 0.418 -0.547 -0.723  -0.578
C3 -0.877 0.273 -0.729  -0.108
O2 -0.950 1.411 0.113  -0.666
H1 0.360 -1.494 -1.409  0.243
H2 1.385 -0.053 -0.757  0.261
H3 -1.005 0.719 -1.783  0.203
H4 -1.740 -0.305 -0.715  0.185

---

Entry 4:
Molecular formula: C3H4O3
Method: DFT, the ωB97M-V functional and the def2-TZVPD basis

Summary:
Multiplicity: 1
Gap between HOMO and LUMO (alpha / beta) (Ha): 0.2903 / 0.2949
HOMO level (alpha / beta) (eV): -8.502 / -8.159
Total energy (hartree): -342.27425

Each line ends with the natural charge from an NBO analysis.
Positions of all 10 atoms, in Å:
C1 1.737 -0.663 0.065  0.195
C2 -1.607 0.073 0.020  -0.060
C3 0.987 0.555 0.002  0.546
O1 2.965 -0.590 -0.069  -0.565
O2 -0.398 0.707 -0.037  -0.477
O3 1.781 1.654 0.015  -0.655
H1 1.057 -1.491 0.098  0.129
H2 -2.244 0.714 -0.528  0.191
H3 -1.580 -0.976 0.371  0.176
H4 2.659 1.425 0.296  0.519

---

Entry 5:
Molecular formula: C3H4O3
Method: DFT, the ωB97M-V functional and the def2-TZVPD basis

Summary:
Multiplicity: 1
Gap between HOMO and LUMO (Ha): 0.3627
HOMO level (eV): -9.007
Total energy (hartree): -342.40365

Each line ends with the natural charge from an NBO analysis.
Positions of all 10 atoms, in Å:
O1 1.294 -1.033 0.905  -0.612
C1 0.441 -1.587 0.244  0.669
O2 -0.413 -1.060 -0.615  -0.481
C2 -0.607 0.310 -0.868  -0.062
C3 -0.333 1.345 -0.067  0.129
O3 0.300 1.379 1.106  -0.680
H1 0.275 -2.666 0.294  0.134
H2 -1.093 0.444 -1.826  0.209
H3 -0.686 2.327 -0.369  0.192
H4 0.822 0.543 1.196  0.503

---

Entry 6:
Molecular formula: C3H4O3
Method: DFT, the ωB97M-V functional and the def2-TZVPD basis

Summary:
Multiplicity: 1
Gap between HOMO and LUMO (Ha): 0.3479
HOMO level (eV): -10.258
Total energy (hartree): -342.35032

Each line ends with the natural charge from an NBO analysis.
Positions of all 10 atoms, in Å:
O1 -2.122 -0.779 0.110  -0.476
C1 -1.595 0.273 -0.209  0.349
C2 -0.039 0.341 -0.099  0.452
O2 0.363 1.484 0.134  -0.514
C3 0.816 -0.820 0.106  -0.191
O3 2.199 -0.432 -0.186  -0.694
H1 -2.083 1.318 -0.296  0.155
H2 0.709 -1.174 1.173  0.221
H3 0.533 -1.648 -0.614  0.221
H4 2.224 0.560 0.488  0.478

---

These records have energy above the lowest of the compared OMol25 structures with the same formula, charge and spin values of 55.4 14.2 118.2 114.0 32.8 66.3 kcal/mol, in the order they appear.
These records have F_max values of 4.961 3.874 3.881 3.660 0.533 5.715 eV/A, in the order they appear.